No. 1
A cluster of 3 separate species, C32H58Br2ClFN4O10P in total at a distorted geometry. Source: OMol25; level of theory: wB97M-V/def2-TZVPD.

Last column: Löwdin charge in e.
Element x y z (Å)
C (3.89870, 2.35229, 1.71752)  -0.06
C (2.58787, 3.08654, 1.87441)  -0.27
O (1.99704, 3.32716, 0.59116)  -0.16
C (0.89709, 4.19914, 0.71272)  -0.20
C (0.05821, 4.08481, -0.52350)  -0.15
O (-0.44019, 2.73931, -0.59830)  -0.18
C (-1.51950, 2.59790, -1.45062)  -0.16
C (-1.89083, 1.19634, -2.02854)  -0.46
O (-2.98999, 1.45838, -2.82229)  -0.06
C (-2.09809, 0.19437, -0.83318)  -0.48
Br (-3.97560, -0.25945, -0.53831)  0.93
C (-0.98564, -0.89997, -0.80298)  -0.28
C (-1.32792, -2.37472, -1.16536)  -0.13
C (-2.46776, -3.18805, -0.54339)  -0.18
C (-2.37046, -3.62610, 0.89988)  -0.18
F (-3.40834, -4.54595, 1.11406)  -0.06
C (-0.45399, -0.96362, 0.66074)  -0.54
Cl (-0.07556, 0.59776, 1.44702)  0.83
C (0.67625, -1.98706, 0.90475)  -0.24
C (1.65210, -1.70638, 2.03711)  -0.11
C (0.00335, -0.35402, -1.95431)  -0.26
C (0.87958, -1.40248, -2.62070)  -0.10
C (1.79213, -1.11273, -3.82533)  -0.17
C (2.87453, -0.03735, -3.77914)  -0.18
C (4.27641, -0.64026, -3.50576)  -0.17
N (4.23397, -1.81409, -2.61917)  0.05
C (4.83626, -3.01202, -3.01976)  -0.51
C (4.74541, -3.42151, -4.46414)  0.00
O (5.38492, -3.72626, -2.19650)  0.07
O (0.79516, 0.66640, -1.32449)  0.00
C (1.97828, 0.42496, -0.87457)  -0.33
N (3.04549, 0.20202, -0.46842)  0.27
N (-0.88984, 0.44927, -2.90480)  -0.08
C (-1.58450, -0.36311, -4.01243)  -0.15
C (-3.02131, -0.90564, -3.96077)  -0.76
O (-3.42186, -1.85449, -3.37738)  0.05
Br (-4.17072, -0.06345, -5.29020)  0.81
P (-0.05388, 1.73514, -4.00791)  0.90
N (0.94263, 2.74646, -3.42340)  -0.17
H (4.73843, 3.02969, 1.58520)  0.08
H (3.87521, 1.67013, 0.87016)  0.02
H (4.08616, 1.75741, 2.60874)  0.08
H (1.89376, 2.48741, 2.46620)  0.09
H (2.76569, 4.03699, 2.37250)  0.10
H (0.29718, 3.95309, 1.59278)  0.14
H (1.25194, 5.23370, 0.77698)  0.14
H (0.67945, 4.29708, -1.39294)  0.12
H (-0.77784, 4.78377, -0.47580)  0.14
H (-1.44966, 3.30024, -2.28641)  0.12
H (-2.44588, 2.86205, -0.92374)  0.16
H (-3.78284, 1.50263, -2.26650)  0.08
H (-2.01551, 0.84066, 0.03075)  0.03
H (-1.53412, -2.42353, -2.22353)  0.09
H (-0.42283, -2.96885, -1.07323)  0.12
H (-3.45619, -2.81086, -0.74681)  0.05
H (-2.44869, -4.12809, -1.10324)  0.13
H (-2.54794, -2.82641, 1.61881)  0.12
H (-1.44704, -4.15727, 1.11842)  0.12
H (-1.31849, -1.29557, 1.22728)  0.09
H (0.23145, -2.95863, 1.10206)  0.10
H (1.26942, -2.11970, 0.00168)  0.09
H (2.26408, -2.60005, 2.16063)  0.09
H (2.34007, -0.89927, 1.80722)  0.05
H (1.15853, -1.54040, 2.99039)  0.08
H (1.38636, -1.96755, -1.84343)  0.12
H (0.21222, -2.16535, -3.01660)  0.11
H (1.16886, -0.99477, -4.71445)  0.09
H (2.29419, -2.05875, -4.00463)  0.10
H (2.70872, 0.76473, -3.07431)  0.06
H (2.93998, 0.44928, -4.75315)  0.11
H (4.87108, 0.13761, -3.03405)  0.12
H (4.75735, -0.86908, -4.45066)  0.11
H (4.66115, -1.59854, -1.72595)  0.12
H (3.74996, -3.32368, -4.88723)  0.07
H (5.41038, -2.79655, -5.06032)  0.08
H (5.11146, -4.43817, -4.54185)  0.09
H (-0.93984, -1.19901, -4.26281)  0.12
H (-1.59395, 0.24052, -4.91615)  0.05
H (0.44484, 0.96754, -5.06661)  0.04
H (-1.22592, 2.29272, -4.53806)  0.06
H (1.14705, 2.65089, -2.43420)  0.00
O (-6.03149, -4.12177, 4.33164)  0.11
C (-6.75956, -4.61006, 3.51390)  -0.53
O (-8.00230, -4.96666, 3.89092)  0.00
C (-8.99769, -5.41104, 2.96600)  -0.24
C (-8.88426, -6.89154, 2.66915)  -0.06
C (-6.28962, -4.88630, 2.10337)  0.01
H (-8.97449, -4.80553, 2.05863)  0.11
H (-9.94351, -5.20118, 3.46152)  0.12
H (-7.93643, -7.13456, 2.18881)  0.07
H (-9.69334, -7.20894, 2.01123)  0.08
H (-8.94119, -7.46343, 3.59457)  0.08
H (-5.75055, -5.83187, 2.09299)  0.10
H (-5.60449, -4.09527, 1.82526)  0.07
H (-7.08526, -4.92168, 1.36255)  0.07
O (2.50120, 4.11848, 4.87612)  0.10
C (3.11930, 5.10127, 5.18009)  -0.52
O (3.38089, 6.00815, 4.21754)  -0.01
C (3.97478, 7.28364, 4.49186)  -0.23
C (5.48559, 7.21100, 4.54961)  -0.06
C (3.66309, 5.30600, 6.57364)  0.02
H (3.54618, 7.71574, 5.39636)  0.11
H (3.66173, 7.91398, 3.66183)  0.12
H (5.82774, 6.56994, 5.36166)  0.07
H (5.90576, 8.20529, 4.69885)  0.08
H (5.87738, 6.80194, 3.61869)  0.08
H (4.60406, 4.76376, 6.65736)  0.10
H (2.95304, 4.87943, 7.27662)  0.09
H (3.82798, 6.34485, 6.84505)  0.07

Atoms 1-6, force components in eV/Å:
0.120 -0.139 -0.090
0.292 -0.059 -0.254
-0.071 -0.036 -0.013
0.247 -0.091 -0.191
-0.104 -0.225 0.169
-0.004 -0.134 -0.190

Calculated values
Total charge   +1
2S+1   1



No. 2
A structure of composition CH3BBr2O2 at a distorted geometry. Source: OMol25; level of theory: wB97M-V/def2-TZVPD.

Last column: Löwdin charge in e.
Element x y z (Å)
B (0.40399, 0.38863, -0.41154)  -0.67
C (-0.64103, -1.04017, 0.48474)  -1.20
O (-0.31374, 1.02284, -1.34334)  0.17
O (1.49511, 0.71821, 0.25641)  0.19
Br (-0.53702, -0.66817, 2.27526)  0.67
Br (-2.45747, -1.22528, -0.11643)  0.58
H (-0.23821, -2.07896, 0.18468)  0.02
H (-0.02319, 1.76807, -1.84942)  0.11
H (2.31156, 1.11484, 0.51964)  0.12

Atoms 1-6, force components in eV/Å:
-2.203 -1.606 2.129
2.529 0.083 -4.192
-0.484 -0.857 -0.234
-0.036 -0.720 0.061
0.176 0.084 2.002
-0.416 0.307 -0.250

Calculated values
Energy relative to the best compared isomer or geometry (same formula, charge and spin)   153.2 kJ/mol
2S+1   1



Number 1: gap between HOMO and LUMO 8.25 eV. Number 2: gap between HOMO and LUMO 9.05 eV.